DFT (ωB97M-V/def2-TZVPD) results for 2 unconnected molecules or ions with the total composition C4H12N4 in a non-equilibrium geometry.

Bonds (Å) are listed after each position.
Positions of all 20 atoms, in Å:
1 H 1.25281 -1.25266 -2.16007  C7 1.087
2 N -1.74977 0.05423 1.85758  C3 1.401, H12 1.012, H13 1.010
3 C -1.67218 0.09261 0.45894  N2 1.401, N4 1.389, N10 1.301
4 N -1.65795 1.38265 -0.05499  C3 1.389, H11 1.009, H20 1.011
5 H -2.28299 -1.71466 0.11642  N10 1.015
6 H 2.08298 -0.89051 0.45134  C18 1.101
7 C 0.76587 -1.41687 -1.20168  H1 1.087, H9 1.087, H16 1.229, C18 1.495
8 N 1.48250 0.83499 -0.63701  C17 1.256, C18 1.436
9 H 0.88500 -2.45814 -0.91472  C7 1.087
10 N -1.94965 -0.88153 -0.35784  C3 1.301, H5 1.015
11 H -0.91684 1.95463 0.32188  N4 1.009
12 H -2.06762 -0.82016 2.25582  N2 1.012
13 H -2.16257 0.86752 2.29172  N2 1.010
14 H 0.32378 -0.33052 0.55194  C18 1.153
15 H 3.34867 0.99763 0.27610  C17 1.100
16 H -0.45142 -1.24610 -1.18624  C7 1.229
17 C 2.52974 1.44424 -0.30664  N8 1.256, H15 1.100, H19 1.085
18 C 1.23966 -0.48680 -0.13093  H6 1.101, C7 1.495, N8 1.436, H14 1.153
19 H 2.62504 2.49292 -0.56642  C17 1.085
20 H -1.62506 1.37653 -1.06518  N4 1.011

Summary:
- calculated total energy (eV) = -10301.670
- energy relative to the best compared isomer or geometry (same formula, charge and spin) (kcal per mole) = 36.9
- LUMO energy (eV) = 0.8
- HOMO (eV) = -8.7
- orbital gap (eV) = 9.6